ORCA calculation (wB97M-V/def2-TZVPD) on a cluster of 2 separate species, C9H9N3O2 in total in a non-equilibrium geometry.

Geometry as XYZ:
```
23
Properties=species:S:1:pos:R:3:forces:R:3:lowdin_charge:R:1
O 4.828 1.829 0.790 -1.1133 1.1504 -0.1584 0.09
C 4.273 0.873 0.323 -0.3576 -0.1820 -1.1000 -0.45
C 4.887 -0.399 0.401 -0.7077 -0.0528 -0.7264 -0.03
C 4.192 -1.482 0.108 3.3474 -0.5093 2.2789 -0.14
N 2.978 -1.363 -0.358 -3.0657 -7.2559 -1.3200 0.10
C 2.230 -0.239 -0.558 0.3178 -1.0190 0.1909 -0.63
O 1.073 -0.227 -0.824 -1.9366 -0.4030 -0.4765 0.10
N 2.965 0.866 -0.390 -0.2873 5.9984 4.9523 0.18
H 5.837 -0.405 0.772 2.2603 -0.2184 1.0592 0.09
H 4.608 -2.465 0.488 -0.8826 0.9551 -1.2030 0.16
H 2.630 -2.440 -0.443 -0.3741 4.1623 -0.2755 0.24
H 2.253 1.651 0.255 2.7692 -2.6274 -3.2159 0.28
C -3.562 -0.541 -0.135 1.9303 -1.8638 -0.8260 -0.15
C -3.742 0.650 -0.730 2.8385 1.5196 -0.9111 -0.11
C -4.820 1.268 -0.331 -5.9532 3.9334 1.6466 -0.19
N -5.839 0.723 0.394 -1.1255 -1.6376 -0.1521 0.03
C -5.838 -0.595 0.709 2.0249 1.3401 -1.4169 -0.12
C -4.583 -1.208 0.429 0.5310 -4.1631 4.5245 -0.11
H -2.578 -0.990 -0.171 -0.0279 -0.1777 0.0049 0.11
H -2.948 1.243 -1.175 -0.0308 -0.4584 -0.3183 0.12
H -5.152 2.365 -0.483 1.4536 -1.6952 -0.2529 0.14
H -6.743 -1.115 1.082 0.8429 0.6848 0.0216 0.11
H -4.071 -2.200 1.118 -2.4537 2.5194 -2.3259 0.17
```
Forces are in eV/Å.

Computed properties:
E_LUMO: 0.1 eV
Structure (SMILES): O=c1cc[nH]c(=O)[nH]1.c1ccncc1
Total charge: 0
E: -18040.8941 eV
HOMO: -0.348 Ha
Frontier orbital gap: 9.60 eV

=====

ORCA calculation (wB97M-V/def2-TZVPD) on a structure of composition C17H34F6N2O9ReS2Si in a non-equilibrium geometry.

Geometry as XYZ:
```
72
Properties=species:S:1:pos:R:3:forces:R:3:lowdin_charge:R:1
Re -0.302 -1.002 1.300 -0.5924 1.0890 -1.9446 1.82
F -2.485 0.270 5.467 0.1322 -0.4306 -0.3082 0.17
C -1.869 -0.886 5.724 0.0675 0.4516 0.7662 -0.66
F -2.629 -1.634 6.487 0.1985 -0.1130 -0.5246 0.22
F -0.714 -0.640 6.306 0.0160 -0.1758 -0.1816 0.20
S -1.540 -1.705 4.066 -1.4318 -0.4474 1.4144 0.69
O -0.595 -0.771 3.411 1.2872 1.4209 -1.7927 -0.43
O -2.759 -1.788 3.341 -0.4454 -0.3567 0.1678 -0.22
N -0.765 -3.024 4.414 -0.1779 -0.2245 -0.0810 -0.23
S 0.104 -3.535 3.219 1.7767 -0.1999 1.9485 0.70
O -0.445 -2.956 1.980 -0.6383 1.4209 -2.6684 -0.43
O 0.448 -4.891 3.179 -0.2139 -0.2600 0.1099 -0.13
C 1.748 -2.539 3.341 0.6681 -0.1519 0.9499 -0.58
F 1.798 -1.687 2.243 -0.4725 0.4191 -0.7207 0.02
F 1.788 -1.767 4.410 -0.1767 -0.4874 -0.3763 0.19
F 2.815 -3.294 3.281 -0.8054 0.1128 -0.1013 0.23
C 2.133 -2.686 -3.676 0.0168 0.2953 0.4324 0.00
C 2.004 -2.165 -2.240 0.1211 -1.1502 -0.0977 -0.62
C 3.358 -1.781 -1.670 -0.2620 0.1086 -0.2205 -0.01
C 1.304 -3.218 -1.360 0.2473 0.3887 -0.5162 0.00
O 1.131 -1.048 -2.298 -0.5287 0.6151 0.1443 -0.06
Si 0.963 0.386 -1.618 1.3643 0.4114 -2.2491 0.09
O 0.314 0.019 -0.083 -1.3379 -1.9664 4.1226 -0.29
O 2.363 1.119 -1.418 -0.8267 -0.9422 0.0701 -0.07
C 2.908 2.392 -1.109 1.3385 0.7624 0.5269 -0.63
C 3.739 2.836 -2.318 -0.5468 -0.1584 0.1770 0.00
C 1.822 3.399 -0.772 0.0122 -0.2868 -0.4018 -0.02
C 3.839 2.180 0.101 -0.5056 0.0313 -0.5616 -0.01
O -0.097 1.267 -2.422 0.2308 0.0371 0.4817 -0.05
C -1.516 1.218 -2.587 -0.6852 0.3560 -0.2341 -0.61
C -2.006 -0.223 -2.549 0.3547 0.1925 -0.0306 -0.01
C -1.815 1.865 -3.942 0.1911 -0.2420 0.3997 0.00
C -2.123 2.037 -1.443 0.2830 -0.2134 -0.3962 -0.01
H 2.748 -3.579 -3.699 0.1045 -0.1277 -0.0427 0.10
H 2.594 -1.916 -4.289 0.0940 0.0070 -0.1100 0.10
H 1.156 -2.914 -4.090 -0.1203 -0.0458 -0.0060 0.09
H 4.033 -2.631 -1.684 0.0546 -0.1134 0.0334 0.10
H 3.253 -1.420 -0.650 0.0867 0.0462 0.2388 0.08
H 3.787 -0.981 -2.268 0.1284 0.0495 -0.0023 0.10
H 1.957 -4.070 -1.200 -0.0096 -0.1048 0.1651 0.10
H 0.385 -3.554 -1.834 -0.1019 -0.0370 -0.0015 0.10
H 1.048 -2.761 -0.395 0.0613 -0.0421 0.2614 0.03
H 3.079 2.950 -3.176 0.0220 0.1278 -0.1415 0.09
H 4.494 2.095 -2.566 0.0709 -0.0817 0.0664 0.09
H 4.228 3.782 -2.105 0.0405 0.1185 -0.0359 0.10
H 1.151 3.506 -1.621 -0.0921 0.1402 -0.0665 0.09
H 2.267 4.362 -0.544 -0.0122 0.0976 0.0691 0.10
H 1.244 3.057 0.084 -0.0994 0.0040 0.2547 0.08
H 4.617 1.464 -0.146 0.0960 -0.0685 -0.0128 0.09
H 3.253 1.796 0.932 -0.0100 -0.0149 0.2625 0.08
H 4.297 3.123 0.381 0.0832 0.0840 0.1251 0.10
H -1.507 -0.798 -3.324 -0.0147 -0.1224 -0.0968 0.10
H -3.078 -0.259 -2.717 -0.1547 -0.0509 0.0156 0.10
H -1.771 -0.675 -1.583 -0.1266 -0.0693 -0.1164 0.05
H -1.358 1.274 -4.730 -0.0094 -0.0397 -0.1371 0.10
H -1.400 2.868 -3.980 0.0237 0.1090 0.0191 0.10
H -2.887 1.919 -4.108 -0.1244 -0.0101 -0.0448 0.10
H -1.783 1.609 -0.499 -0.0742 0.0480 0.1828 0.05
H -3.206 2.014 -1.499 -0.2156 0.0089 0.0554 0.10
H -1.787 3.067 -1.509 0.0201 0.1170 0.0712 0.10
C -2.574 1.635 2.265 0.5529 0.3363 0.1703 0.00
N -3.585 0.751 1.738 0.7045 -0.8162 -0.4852 -0.12
C -4.941 1.159 2.029 -0.8930 0.1676 0.1647 0.02
C -3.339 -0.340 1.065 -2.0268 0.9470 0.4714 -0.22
O -2.240 -0.820 0.671 2.9969 -0.9194 0.5062 -0.16
H -2.639 1.672 3.354 -0.0278 -0.0925 -0.0479 0.11
H -2.744 2.643 1.885 0.0599 -0.0773 -0.0732 0.12
H -1.573 1.304 1.982 -0.1189 0.1585 -0.0089 0.06
H -5.117 1.137 3.105 0.0989 -0.0328 -0.0096 0.12
H -5.658 0.502 1.547 0.0156 -0.0570 -0.0556 0.11
H -5.101 2.180 1.677 0.0801 -0.0914 -0.0396 0.12
H -4.222 -0.900 0.734 0.1783 0.1414 0.0968 0.19
```
Forces are in eV/Å.

Computed properties:
2S+1: 2
E_LUMO (alpha / beta): -9.8 / -9.5 eV
Total charge: +2
E: -87557.3056 eV
HOMO (alpha / beta): -0.569 / -0.569 Ha
Frontier orbital gap (alpha / beta): 5.72 / 6.02 eV

=====

- Which of these has the highest E?
  C9H9N3O2

=====

- Among the records above, which one has the highest E?
  C9H9N3O2